Record 1
Computed, not measured: 11 unconnected molecules or ions with the total composition C35H70O13S2 in a non-equilibrium geometry, with ωB97M-V with the def2-TZVPD basis set.

Cartesian coordinates (Å):
H1 8.1975 -10.1024 15.9047
C1 4.7482 -10.8913 21.3258
H2 10.3521 -6.1997 19.4681
H3 6.9037 -7.5299 13.2601
O1 5.0343 -7.5863 21.6855
H4 6.3988 -7.3161 24.3506
H5 10.9641 -9.9665 20.4064
H6 4.6207 -13.4116 18.9688
H7 5.2319 -11.9837 14.0817
H8 3.8417 -10.3511 21.0161
O2 6.4485 -8.2471 15.6901
C2 11.1711 -11.5922 17.4023
C3 10.9101 -11.0732 14.7245
H9 3.3943 -14.9887 13.2324
H10 3.8522 -4.1131 18.5686
H11 7.6235 -10.5741 17.4678
C4 3.3110 -9.1436 14.2568
C5 6.6394 -5.2927 23.3781
H12 9.6793 -9.2572 19.3647
C6 4.7614 -12.2994 20.8451
H13 5.0158 -15.7579 13.2756
C7 3.0980 -8.1417 16.5633
H14 6.2309 -12.6449 19.2119
H15 7.7365 -16.2698 14.0426
C8 10.7490 -6.3570 18.4837
S1 6.4664 -7.4919 21.8734
C9 3.9219 -4.9564 17.9524
H16 9.0638 -11.8625 15.6174
H17 6.0368 -4.1213 16.6998
C10 8.0956 -9.1345 12.7896
H18 6.6935 -8.0846 11.4510
H19 5.6783 -5.0707 23.8544
C11 5.1309 -12.4938 19.3195
H20 3.0338 -5.5282 18.1875
H21 4.8694 -10.8465 22.4448
H22 8.9782 -17.1353 13.0415
C12 5.0518 -13.6331 12.8913
O3 8.9397 -8.6685 13.5397
C13 4.3651 -15.0292 12.7623
H23 8.7880 -9.2791 17.3492
C14 6.9110 -6.8185 23.5264
H24 8.1834 -10.7368 22.2860
H25 4.9987 -13.4945 14.9661
H26 4.8966 -11.6845 18.6319
H27 10.6329 -5.2336 15.7563
H28 11.7081 -13.2965 16.2694
C15 10.0574 -12.2338 15.3057
H29 10.2232 -13.4343 17.0435
C16 7.1310 -5.9963 21.0727
C17 6.8090 -8.6106 16.7815
C18 10.8171 -12.7276 16.5300
O4 4.5150 -13.3194 21.4315
H30 3.3565 -9.9980 13.6868
H31 5.7011 -8.5888 18.6928
H32 5.5651 -7.1818 17.6908
H33 8.7128 -10.1388 11.0055
H34 7.9841 -7.0547 23.6138
H35 9.2022 -14.5814 10.4571
O5 7.2301 -8.6969 21.5224
O6 11.3191 -9.1220 16.4843
H36 7.4952 -4.8003 23.9737
H37 7.4054 -17.0070 12.4658
H38 11.0516 -7.4393 18.3324
H39 8.6978 -11.1291 12.6616
H40 10.7018 -7.0924 15.8516
H41 9.8485 -11.4393 22.4761
O7 8.5566 -5.6851 17.7171
H42 10.2940 -11.2811 17.9425
H43 9.8732 -13.0020 14.5612
H44 5.1123 -3.2198 15.5220
H45 4.2492 -8.6711 14.2201
H46 4.1298 -7.7573 16.4772
C19 6.6412 -4.8363 21.9596
C20 6.8547 -8.3592 12.5319
H47 9.2379 -6.3141 15.3578
C21 8.7520 -15.2766 12.3994
C22 8.9249 -11.4785 21.8896
O8 3.1698 -10.5159 16.2158
H48 11.6293 -5.6954 18.3221
H49 7.0884 -7.6864 18.6737
H50 8.1887 -6.0653 21.2213
C23 5.2703 -4.2259 15.9410
H51 2.4760 -7.3008 16.3194
H52 4.8185 -5.5027 18.2155
O9 9.4371 -14.4898 12.9624
C24 9.8991 -9.7419 20.3002
C25 3.9402 -4.7210 16.4833
H53 3.0028 -8.3580 17.6340
C26 9.6679 -6.0172 17.4244
O10 5.8850 -13.2014 12.0515
H54 7.2325 -3.9266 21.7717
H55 5.6682 -4.5057 21.5390
H56 11.9810 -11.8347 18.0380
C27 8.4490 -15.2383 10.9057
H57 9.6644 -9.1293 21.1421
H58 11.7553 -11.4532 14.0855
H59 6.8997 -5.8762 20.0520
H60 5.5336 -10.3347 20.8256
H61 8.4321 -12.4409 21.8686
H62 5.6946 -4.8837 15.2397
C28 10.0614 -6.1705 16.0055
O11 8.5371 -11.6288 19.5469
C29 6.2247 -7.9758 18.0352
H63 8.4286 -16.2193 10.4116
H64 3.6070 -12.7833 14.2292
H65 10.4185 -10.2614 14.1950
H66 7.2122 -10.8221 11.7060
O12 13.2636 -10.7276 16.0592
H67 6.0642 -9.0895 12.8029
O13 2.9251 -4.8415 15.8099
C30 9.0733 -11.0079 20.4526
H68 4.3189 -15.2910 11.7163
C31 7.8610 -9.6877 16.8829
C32 8.1893 -10.4496 11.9289
C33 4.6818 -12.9288 14.1129
C34 8.1372 -16.4614 13.0566
S2 11.8420 -10.4278 16.1749
H69 2.4705 -8.5742 13.8338
H70 7.5221 -14.5960 10.8008
C35 3.1149 -9.4220 15.6955

Values from the calculation:
Orbital gap (eV): 9.098
SMILES: O=S1(=O)CCCC1.O=S1(=O)CCCC1.CC(C)=O.CC(C)=O.CC(C)=O.CC(C)=O.CC(C)=O.CC(C)=O.CC(C)=O.CC(C)=O.CC(C)=O
Calculated total energy (hartree): -3149.981544
HOMO energy (eV): -9.03
LUMO level (eV): 0.065


Record 2
Computed, not measured: a molecular structure, C20H31BNO2Ru in a non-equilibrium geometry, with ωB97M-V with the def2-TZVPD basis set.

Cartesian coordinates (Å):
Ru1 -1.3417 -0.1352 2.1650
H1 -3.3102 -1.6162 6.1839
H2 -1.6416 2.6866 2.6069
O1 1.3796 1.2171 -3.8330
H3 -3.5607 -0.8380 0.0306
C1 -2.9364 -1.2565 0.8133
H4 3.4220 0.8549 -3.9751
H5 -0.8962 -0.8524 -1.8414
C2 2.5135 0.6563 -4.5627
H6 -0.1644 0.6388 -2.5757
O2 0.4174 0.3256 -0.6131
H7 -0.1966 -0.8236 4.6973
C3 0.5259 1.8811 -4.7891
C4 1.7416 -1.6105 0.2504
H8 3.7752 0.0451 -0.8436
H9 -0.4501 1.3723 -4.7770
H10 -4.8619 -0.2938 6.1337
H11 2.6543 1.4049 -1.1984
C5 1.1766 1.8666 -6.1933
C6 2.5563 1.1973 -6.0002
C7 1.2861 -0.9896 -2.0827
H12 1.2742 2.8875 -6.5683
H13 2.6657 -2.1775 0.0589
H14 0.8958 -2.2861 0.0820
C8 2.8280 0.5287 -0.5660
C9 0.6322 0.2202 2.9038
C10 -0.0122 -0.2072 -1.9006
H15 -4.2590 -1.1805 4.4625
H16 -1.1930 -2.0841 -0.2995
H17 2.8865 0.8712 0.4734
H18 1.7527 -1.2850 1.2889
C11 -1.6621 -1.8759 0.6516
B1 -3.9017 -0.7526 5.5514
H19 -4.1661 -0.8657 2.6595
C12 1.6590 -0.4325 -0.6771
H20 1.9695 -0.6344 -2.8303
H21 -0.1928 1.9508 4.9030
C13 -1.1461 -2.2174 1.9568
C14 -2.9537 0.3965 5.3141
C15 -0.9827 1.8775 2.9035
C16 -3.2529 -1.2357 2.2044
H22 0.3371 2.9039 -4.4281
H23 1.1625 -2.0794 -2.1221
C17 -0.8774 1.3364 4.3082
H24 2.4345 -0.4455 -4.6274
N1 -2.1602 1.2647 5.1227
H25 0.5579 1.2700 -6.8769
H26 3.3692 1.9279 -6.0679
H27 1.5147 -0.3637 2.6715
C18 -2.1520 -1.8456 2.9280
H28 -0.2093 -2.7216 2.1609
H29 -2.1179 -2.0665 3.9913
C19 0.1784 1.4124 2.2058
H30 2.7278 0.3730 -6.7010
H31 0.5731 1.8067 1.2836
C20 -0.2684 -0.0016 3.9839

Values from the calculation:
Orbital gap (spin up / spin down) (eV): 6.219 / 5.816
Calculated total energy (hartree): -1105.079596
HOMO energy (spin up / spin down) (eV): -9.31 / -11.98
ΔE to the lowest compared entry with this formula, charge and spin (kJ/mol): 99.4
LUMO level (spin up / spin down) (eV): -3.094 / -6.164
Spin multiplicity: 5
Net charge: +1
<S²>: 6.01


Record 3
Computed, not measured: a molecular structure, C22H47NO4Si2V in a non-equilibrium geometry, with ωB97M-V with the def2-TZVPD basis set.

Cartesian coordinates (Å):
H1 2.0807 1.2795 2.1920
H2 3.3486 3.4560 -1.1920
H3 0.5723 -1.9179 3.4224
H4 -3.1198 -2.0969 -3.2797
C1 -0.6110 -0.0974 3.5413
H5 4.9761 -0.5835 0.0213
C2 -0.9762 0.9045 1.4004
C3 -0.7787 2.3669 -6.2730
H6 3.0451 2.7558 1.9686
H7 -1.6614 -2.3378 -0.5903
C4 -4.4332 0.1326 -4.0607
O1 -2.1227 2.9277 0.9812
C5 4.6616 0.1893 0.7354
H8 1.4078 3.8734 -4.7497
H9 0.5732 -0.7357 -6.1079
H10 2.1574 -0.2608 -5.4584
H11 -3.5379 0.5091 -5.9815
C6 -3.2450 0.4838 -4.9167
C7 0.3887 -3.3459 -1.7148
H12 2.6328 0.2266 -2.1583
N1 -0.3044 -0.0730 0.7456
V1 0.0606 0.4548 -1.3710
C8 -0.1721 1.0081 -3.5237
Si1 0.5268 1.5949 -5.1799
H13 -1.6963 -0.7883 -6.7293
H14 -1.1657 -2.0345 -5.5692
H15 -1.3686 3.1104 -5.7229
H16 -3.8301 -2.8148 -1.8213
C9 -3.2492 -2.1716 -6.1386
H17 -2.4223 -3.5828 -2.5680
C10 -1.1743 0.9185 2.7761
H18 4.9328 3.0832 -0.4692
H19 0.8405 0.7274 -3.0778
H20 -0.4096 -2.6445 -3.6237
H21 5.5408 0.7983 0.9895
H22 -0.4837 -3.9742 -1.5250
C11 1.8554 2.8788 -4.8735
H23 -5.1933 0.9116 -4.1740
C12 0.0720 -2.2612 -2.7150
H24 -0.6937 1.8345 -3.0019
C13 -2.0259 -1.7693 -1.4561
O2 -0.9547 1.9710 -0.7162
O3 -0.8410 -1.2300 -2.1648
H25 2.1755 -0.8130 -0.7976
H26 -3.0129 -2.9194 -6.8991
H27 4.4336 2.2803 -1.9767
H28 -1.7608 1.7400 3.1775
H29 0.7590 -2.9389 -0.7683
H30 0.8098 -1.8244 0.9397
H31 2.5241 2.9154 -5.7431
C14 0.2460 -1.0647 1.4894
H32 1.6073 0.3795 -7.0202
Si2 3.3002 1.2698 0.0063
C15 4.0759 2.6536 -1.0075
H33 1.1782 -3.9824 -2.1244
H34 -3.6171 -2.6948 -5.2497
H35 1.4845 2.5787 1.1367
H36 -0.2763 2.8808 -7.1045
C16 -2.8883 -2.6170 -2.3463
C17 2.2089 0.2416 -1.1375
H37 -4.1592 0.0719 -3.0027
H38 -4.0412 -1.5275 -6.5359
H39 -0.8854 0.0933 -3.6438
C18 1.2796 0.0958 -6.0110
C19 0.1074 -1.0970 2.8760
O4 -2.1660 -0.4800 -4.7262
H40 -2.8347 1.4671 -4.6498
H41 -0.7317 -0.1093 4.6186
H42 0.9795 -1.7207 -3.0172
H43 2.4585 2.6578 -3.9846
H44 -4.8776 -0.8174 -4.3788
H45 -1.4675 1.6298 -6.7022
C20 -1.4184 2.0399 0.5251
H46 4.3172 -0.3114 1.6511
H47 -2.5530 -0.8788 -1.0922
C21 2.3852 2.0375 1.4580
C22 -1.9986 -1.3761 -5.8454

Values from the calculation:
Orbital gap (spin up / spin down) (eV): 8.779 / 8.907
Calculated total energy (hartree): -2745.015065
HOMO energy (spin up / spin down) (eV): -12.14 / -12.10
ΔE to the lowest compared entry with this formula, charge and spin (kJ/mol): 0.0
LUMO level (spin up / spin down) (eV): -3.356 / -3.193
Spin multiplicity: 3
Net charge: +1
<S²>: 2.04